15
Properties=species:S:1:pos:R:3:forces:R:3:lowdin_charge:R:1 method="wB97M-V/def2-TZVPD" homo_lumo_gap_ev=7.327 e_above_lowest_kcal_mol=114.56
O 2.866315 -0.962230 -0.160309 -0.2 0.1 0.0 -0.027
C 1.747650 -0.461157 -0.033323 0.0 -0.1 0.1 -0.699
N 0.666179 -1.408360 0.128818 0.1 0.0 -0.1 0.020
C -0.702394 -1.037603 -0.131542 -0.2 0.1 0.0 -0.203
C -0.925162 0.283970 0.552491 0.1 0.1 -0.1 -0.153
C -0.955078 1.439745 -0.191765 -0.1 -0.1 0.1 0.023
N 1.371986 0.820544 0.066125 0.4 -0.1 0.0 0.039
H 0.928038 -2.311112 -0.245739 0.0 0.1 0.1 0.122
H -0.968727 -0.921852 -1.198671 0.1 0.0 0.1 0.125
H -1.369700 -1.794913 0.298418 0.1 0.1 -0.1 0.125
H -0.911722 0.352976 1.636489 0.0 0.0 -0.1 0.148
H -2.123047 0.848795 0.145964 -0.1 0.0 0.0 0.214
H -0.952768 2.410508 0.292140 0.0 -0.2 0.0 0.114
H -0.905122 1.380381 -1.273823 0.0 0.0 0.2 0.109
H 2.233551 1.360303 0.114721 -0.1 0.0 -0.1 0.044

15
Properties=species:S:1:pos:R:3:forces:R:3:nbo_charge:R:1 method="wB97M-V/def2-TZVPD" homo_lumo_gap_ev=9.552 e_above_lowest_kcal_mol=21.68 smiles=Cc1c[nH]cn1.O
C -0.743071 1.948790 1.031606 0.1 0.0 -0.4 -0.633
C -0.183557 0.999833 0.012646 -0.5 -0.5 0.6 0.087
C -0.904267 0.069147 -0.681046 0.3 0.2 -0.5 -0.137
N 0.022279 -0.694091 -1.361794 -0.9 0.2 -0.1 -0.509
C 1.235507 -0.224776 -1.029701 0.5 0.8 0.1 0.171
N 1.154346 0.785122 -0.192093 0.1 0.0 0.0 -0.470
H -0.774916 1.471614 2.009811 0.0 0.1 0.1 0.214
H -0.145081 2.853267 1.109173 0.0 0.0 0.0 0.229
H -1.762927 2.217887 0.747499 0.1 0.1 0.1 0.214
H -1.957254 -0.064529 -0.836530 -0.1 -0.1 0.1 0.213
H -0.258337 -1.326111 -2.090223 0.5 -0.2 0.1 0.419
H 2.172754 -0.534328 -1.451618 0.0 -0.4 -0.1 0.201
O -0.169056 -2.292723 1.485217 -0.3 0.0 0.1 -0.938
H 0.022825 -1.349357 1.545958 0.1 0.0 -0.1 0.474
H -1.125453 -2.340689 1.614512 0.2 0.0 0.0 0.465

15
Properties=species:S:1:pos:R:3:forces:R:3:nbo_charge:R:1 method="wB97M-V/def2-TZVPD" homo_lumo_gap_ev=9.042 e_above_lowest_kcal_mol=73.50 smiles="N=C=CN.CC=O"
N 0.203345 -1.717401 0.964649 0.3 0.3 -0.3 -0.640
C 0.637680 -1.123306 -0.025811 -0.2 -0.2 0.1 0.355
C 0.782328 -0.482555 -1.169699 0.1 0.0 0.3 -0.231
N 0.476125 -1.083472 -2.414463 0.0 -0.2 -0.2 -0.804
H 0.916167 -2.180285 1.527592 0.0 -0.1 -0.1 0.372
H 1.139412 0.540210 -1.203387 -0.1 -0.2 0.2 0.227
H 1.289425 -1.150142 -3.015247 -0.1 -0.1 0.0 0.366
H 0.075479 -2.004231 -2.283687 0.1 0.1 -0.2 0.368
C -1.390785 1.104401 1.229990 0.0 0.0 0.0 -0.742
C -0.013008 1.593630 0.876263 0.2 -0.1 0.3 0.443
O 1.004432 1.183611 1.385018 -0.3 0.3 0.0 -0.544
H -1.404087 0.008903 1.221112 0.0 0.2 0.0 0.265
H -2.146513 1.501880 0.548386 0.1 0.0 0.1 0.217
H -1.623284 1.424867 2.251355 0.0 0.0 -0.1 0.242
H 0.053285 2.383891 0.107930 -0.1 0.1 -0.1 0.105

15
Properties=species:S:1:pos:R:3:forces:R:3:nbo_charge:R:1 method="wB97M-V/def2-TZVPD" homo_lumo_gap_ev=9.554 e_above_lowest_kcal_mol=89.06
C -0.626064 -0.162846 0.889054 2.4 -0.1 -0.5 -0.265
C 0.782406 -0.579233 0.166337 -2.6 -2.0 1.4 0.319
C 1.239853 1.705721 -0.278024 0.5 0.9 0.1 0.283
N -1.689896 0.136297 -0.019901 -0.1 0.1 -0.7 -0.857
C 0.791655 -1.161679 -1.030304 0.2 0.7 -0.1 -0.514
O 1.749517 -0.934401 1.075352 -0.1 0.3 -0.3 -0.695
N 0.442490 2.220802 -0.959986 -0.7 -0.1 -0.5 -0.736
H 1.750812 -0.328638 1.820654 0.0 0.2 0.0 0.478
H -0.404460 2.136011 -1.513574 0.5 0.1 0.3 0.450
H -2.468043 0.607346 0.423535 0.1 -0.2 0.0 0.372
H -2.008120 -0.696750 -0.500518 -0.1 0.1 0.1 0.367
H -0.389216 0.737485 1.466276 -0.2 -0.2 0.2 0.195
H -0.831739 -1.013387 1.561436 0.2 0.3 -0.1 0.188
H 1.666011 -1.690407 -1.368861 0.2 -0.1 -0.1 0.214
H -0.005206 -0.976322 -1.731476 -0.1 -0.1 0.0 0.200

15
Properties=species:S:1:pos:R:3:forces:R:3:nbo_charge:R:1 method="wB97M-V/def2-TZVPD" homo_lumo_gap_ev=9.194 e_above_lowest_kcal_mol=177.57
C 0.657427 0.122816 -0.872767 -2.2 5.6 -1.2 -0.271
C 0.561464 0.106747 0.520028 1.7 -4.8 0.4 0.352
N -0.324616 -2.341072 0.097489 0.2 0.3 0.2 -0.549
C -1.249433 1.866034 -0.941287 0.4 -0.2 -0.1 -0.105
C 0.712114 0.623245 1.708807 -0.6 -0.2 -0.1 -0.457
O 0.913600 -1.656998 0.267357 -0.4 1.4 1.7 -0.517
N 0.014450 1.861779 -0.905030 0.4 -1.7 -1.2 -0.427
H -0.124349 -3.076373 -0.579222 0.0 0.1 0.1 0.341
H -0.491648 -2.800394 0.991210 -0.1 0.0 -0.2 0.336
H -0.077866 -0.404031 -1.474910 0.2 -0.1 0.3 0.238
H 1.648417 0.264814 -1.292225 -0.1 -0.3 0.1 0.247
H -1.880571 0.969166 -0.805911 0.1 0.1 -0.2 0.144
H -1.790299 2.800956 -1.151380 0.2 -0.1 0.4 0.173
H 0.868549 -0.021127 2.565299 0.0 0.0 -0.1 0.247
H 0.562762 1.684437 1.872543 0.1 -0.1 -0.2 0.248

15
Properties=species:S:1:pos:R:3:forces:R:3:nbo_charge:R:1 method="wB97M-V/def2-TZVPD" homo_lumo_gap_ev=10.749 e_above_lowest_kcal_mol=28.60
H 0.397672 2.542826 1.478184 -0.2 0.1 0.2 0.350
N -0.315370 1.809707 1.495507 0.2 -0.4 -0.1 -0.679
C 0.156967 0.847689 0.830559 -0.2 0.2 0.1 0.558
O 1.405515 0.866292 0.287063 0.0 0.1 0.0 -0.508
C 1.354901 0.044562 -0.881724 0.0 -0.2 -0.2 -0.073
C 0.470195 -1.126919 -0.462947 0.0 -0.1 0.1 -0.432
C -0.567964 -0.437734 0.441020 0.2 0.0 0.1 -0.134
N -1.774485 -0.096084 -0.309216 -0.2 -0.1 0.2 -0.829
H 0.886534 0.632648 -1.680366 0.1 -0.2 0.0 0.182
H 2.375773 -0.219062 -1.159220 -0.1 0.0 0.1 0.198
H -0.001286 -1.632698 -1.310940 0.1 0.1 0.2 0.225
H 1.055967 -1.852293 0.114008 -0.1 0.1 -0.1 0.212
H -0.768868 -1.024591 1.352669 0.1 0.2 -0.2 0.197
H -2.350852 -0.926997 -0.418409 0.1 0.1 0.0 0.357
H -2.324703 0.572653 0.223805 0.1 0.0 -0.1 0.377

15
Properties=species:S:1:pos:R:3:forces:R:3:nbo_charge:R:1 method="wB97M-V/def2-TZVPD" homo_lumo_gap_ev=10.269 e_above_lowest_kcal_mol=2.12 smiles="O=C1NCCCN1"
O 2.781566 -0.386839 -0.306864 -0.2 0.0 0.0 -0.659
C 1.572949 -0.249173 -0.198778 0.0 0.1 0.0 0.778
N 0.719626 -1.292388 0.094762 0.2 0.0 -0.1 -0.646
C -0.690470 -1.157239 -0.219924 -0.1 0.0 0.0 -0.217
C -1.195335 0.103615 0.473657 0.0 0.0 0.0 -0.414
C -0.401409 1.331076 0.010067 -0.2 0.0 0.0 -0.208
N 0.953550 0.965693 -0.378764 0.2 -0.1 0.1 -0.646
H 1.161435 -2.194556 -0.004128 -0.1 0.1 0.0 0.406
H -0.865793 -1.095912 -1.305777 0.0 0.0 0.1 0.179
H -1.219028 -2.038422 0.153901 0.1 0.1 0.0 0.209
H -1.067324 -0.032578 1.552564 0.0 0.0 -0.1 0.212
H -2.261709 0.257343 0.276906 0.2 0.0 0.0 0.218
H -0.378854 2.071249 0.822477 0.0 -0.1 -0.2 0.193
H -0.893444 1.806175 -0.848206 0.0 -0.1 0.1 0.188
H 1.613116 1.706090 -0.560479 -0.1 -0.1 0.1 0.407

15
Properties=species:S:1:pos:R:3:forces:R:3:nbo_charge:R:1 method="wB97M-V/def2-TZVPD" homo_lumo_gap_ev=10.022 e_above_lowest_kcal_mol=52.65 smiles="N#C/C=C/CO.N"
N -2.303768 2.791512 -0.879666 0.8 -0.9 0.3 -0.328
C -1.506201 1.995827 -0.602350 -0.8 1.0 -0.4 0.267
C -0.540112 1.014974 -0.220308 0.3 0.2 0.2 -0.340
C 0.705537 1.021931 -0.672642 0.0 0.3 0.3 -0.133
C 1.798442 0.092990 -0.271994 0.1 0.5 -0.2 -0.100
O 1.304806 -1.048118 0.392347 0.2 -0.1 0.0 -0.726
H -0.882541 0.278565 0.481649 -0.2 -0.1 -0.1 0.287
H 1.015482 1.844934 -1.287098 0.2 0.2 -0.5 0.209
H 2.470732 0.660113 0.389281 0.0 -0.1 -0.1 0.183
H 2.373357 -0.171105 -1.173480 -0.1 -0.1 0.2 0.178
H 2.073399 -1.524569 0.717126 -0.1 -0.2 0.1 0.479
N -1.606162 -1.485853 0.730605 0.0 -0.5 0.2 -1.088
H -0.620168 -1.695903 0.836531 0.0 0.0 0.1 0.383
H -2.076803 -1.683118 1.604176 -0.1 -0.2 -0.1 0.363
H -1.937928 -2.104119 0.003469 -0.3 -0.1 0.1 0.366